Entry 1:
ORCA calculation (wB97M-V/def2-TZVPD) on C40H47N6O3PS2SbY as an isolated structure at a distorted geometry.

Results
ΔE to the lowest compared entry with this formula, charge and spin, kcal per mole: 18.62
HOMO level, eV: -7.478
LUMO, eV: 0.45

Each line ends with the Löwdin charge.
Element x y z (Å)
1 Y -0.02 0.25 -0.48  0.953
2 N 0.34 -3.75 0.88  0.021
3 C 0.49 -3.52 2.31  -0.268
4 C -0.57 -2.56 2.87  -0.092
5 C -0.52 -1.13 2.29  -0.619
6 O -0.15 -0.22 3.03  -0.056
7 O -0.94 -0.96 1.08  -0.284
8 H -0.60 -4.07 0.68  0.059
9 H 0.98 -4.46 0.57  0.070
10 H 1.49 -3.10 2.49  0.105
11 H 0.43 -4.45 2.89  0.106
12 H -0.42 -2.47 3.94  0.115
13 H -1.56 -2.97 2.67  0.112
14 S -0.67 1.02 -3.08  0.519
15 C -1.18 2.50 -2.36  -0.781
16 C -1.60 3.60 -3.13  -0.100
17 C -1.96 4.77 -2.50  -0.063
18 C -1.90 4.83 -1.10  -0.063
19 C -1.50 3.71 -0.42  -0.161
20 N -1.14 2.56 -1.01  -0.055
21 H -1.62 3.48 -4.20  0.099
22 H -2.28 5.63 -3.07  0.108
23 H -2.16 5.73 -0.57  0.105
24 H -1.46 3.73 0.67  0.080
25 O 2.15 -0.23 0.27  -0.366
26 N 2.81 -1.36 0.04  -0.199
27 C 3.75 -1.74 0.93  -0.026
28 C 4.49 -2.88 0.74  -0.062
29 C 4.26 -3.64 -0.41  -0.071
30 C 3.31 -3.23 -1.31  -0.094
31 C 2.53 -2.08 -1.08  -0.674
32 S 1.30 -1.57 -2.12  0.629
33 H 3.88 -1.07 1.77  0.139
34 H 5.22 -3.17 1.47  0.106
35 H 4.84 -4.53 -0.60  0.108
36 H 3.11 -3.77 -2.22  0.105
37 C 1.89 1.01 4.86  -0.055
38 C 2.87 2.00 4.30  -0.308
39 C 3.93 2.44 5.09  -0.054
40 C 4.88 3.32 4.60  -0.086
41 C 4.80 3.76 3.29  -0.087
42 C 3.75 3.34 2.49  -0.124
43 C 2.76 2.49 2.99  -0.293
44 Sb 1.03 2.13 1.73  1.639
45 C -0.37 3.14 3.07  -0.297
46 C 0.14 4.02 4.03  -0.148
47 C -0.69 4.65 4.95  -0.080
48 C -2.05 4.40 4.92  -0.080
49 C -2.56 3.52 3.98  -0.051
50 C -1.74 2.87 3.06  -0.306
51 C -2.40 1.87 2.15  -0.075
52 C 1.65 3.61 0.20  -0.335
53 C 2.12 2.97 -0.94  -0.169
54 C 2.49 3.67 -2.08  -0.077
55 C 2.40 5.05 -2.07  -0.077
56 C 1.96 5.70 -0.93  -0.050
57 C 1.59 5.00 0.22  -0.306
58 C 1.13 5.78 1.42  -0.042
59 H 2.19 0.67 5.84  0.080
60 H 1.80 0.15 4.19  0.061
61 H 0.89 1.44 4.93  0.074
62 H 4.01 2.07 6.10  0.108
63 H 5.68 3.66 5.24  0.101
64 H 5.55 4.42 2.89  0.102
65 H 3.69 3.68 1.46  0.087
66 H 1.20 4.22 4.06  0.089
67 H -0.26 5.33 5.67  0.104
68 H -2.71 4.88 5.63  0.102
69 H -3.62 3.31 3.96  0.112
70 H -2.53 0.92 2.68  0.088
71 H -1.82 1.64 1.25  0.002
72 H -3.39 2.22 1.85  0.091
73 H 2.22 1.88 -0.96  0.060
74 H 2.84 3.15 -2.96  0.109
75 H 2.67 5.62 -2.95  0.102
76 H 1.90 6.79 -0.92  0.108
77 H 1.20 6.85 1.25  0.079
78 H 1.74 5.53 2.29  0.069
79 H 0.09 5.54 1.67  0.071
80 C -5.39 -2.27 -1.51  -0.195
81 N -4.40 -3.07 -0.80  -0.153
82 C -3.77 -3.98 -1.75  -0.193
83 N -3.17 -3.31 -2.90  -0.153
84 C -4.20 -2.51 -3.55  -0.189
85 N -4.84 -1.55 -2.66  -0.156
86 C -3.91 -0.50 -2.25  -0.320
87 P -2.44 -1.16 -1.30  0.962
88 C -3.41 -2.24 -0.13  -0.314
89 C -2.02 -2.51 -2.52  -0.340
90 H -5.83 -1.55 -0.82  0.125
91 H -6.18 -2.93 -1.87  0.125
92 H -4.53 -4.67 -2.12  0.125
93 H -3.00 -4.56 -1.24  0.123
94 H -4.97 -3.18 -3.94  0.125
95 H -3.76 -1.97 -4.39  0.129
96 H -4.44 0.22 -1.62  0.089
97 H -3.54 0.02 -3.13  0.067
98 H -3.91 -1.59 0.60  0.093
99 H -2.71 -2.87 0.42  0.065
100 H -1.25 -3.15 -2.09  0.062
101 H -1.59 -2.03 -3.41  0.075

---

Entry 2:
ORCA calculation (wB97M-V/def2-TZVPD) on C3HAsN9O2PtS5 as an isolated structure.

Results
Total charge: -2
ΔE to the lowest compared entry with this formula, charge and spin, kcal per mole: 0.00
HOMO level (alpha / beta), eV: -0.629 / -1.968
2S+1: 6
LUMO (alpha / beta), eV: 4.76 / 3.39

Each line ends with the Löwdin spin population.
Element x y z (Å)
1 Pt -0.91 -0.16 0.30  0.503
2 S -5.52 -1.27 2.88  0.171
3 As -4.00 0.00 2.19  0.271
4 S -3.10 -0.85 0.36  0.246
5 S -0.75 0.81 2.52  0.388
6 S -2.21 -0.03 3.63  0.282
7 N 2.35 -0.16 -1.95  0.007
8 C 2.50 -0.46 -0.58  0.004
9 N 3.65 -0.89 -0.10  0.004
10 N 3.41 -1.05 1.22  0.001
11 N 2.20 -0.73 1.50  0.005
12 N 1.57 -0.33 0.37  0.062
13 C 1.26 0.64 -2.22  0.040
14 N 1.24 1.87 -2.73  0.108
15 N 0.03 2.40 -2.46  0.308
16 N -0.61 1.43 -1.75  0.012
17 N 0.08 0.26 -1.74  0.149
18 H 3.22 0.16 -2.36  0.000
19 O -0.32 -2.41 1.27  0.983
20 O -0.15 -3.43 0.65  0.982
21 S -2.48 2.71 -0.28  0.253
22 C -1.48 1.50 -0.73  0.223

---

Entry 3:
ORCA calculation (wB97M-V/def2-TZVPD) on a 2-piece molecular cluster, C31H31N2O overall at a distorted geometry.

Results
Total charge: +1
ΔE to the lowest compared entry with this formula, charge and spin, kcal per mole: 39.08
HOMO level, eV: -8.204
LUMO, eV: -5.66

Each line ends with the natural charge from an NBO analysis.
Element x y z (Å)
1 C 1.03 -0.89 -2.14  -0.252
2 O 0.52 -2.14 -1.60  -0.545
3 C 0.16 -2.19 -0.30  0.095
4 C 1.18 -1.86 0.69  -0.078
5 C 1.01 -0.75 1.53  -0.263
6 C 1.97 -0.46 2.50  -0.166
7 C 3.12 -1.25 2.60  -0.247
8 C 3.33 -2.31 1.71  -0.202
9 C 2.38 -2.60 0.74  -0.201
10 C -1.18 -2.50 -0.03  0.353
11 N -1.78 -2.61 1.19  -0.378
12 C -1.14 -2.60 2.48  -0.397
13 C -3.15 -2.83 1.03  0.108
14 C -3.38 -2.94 -0.32  0.199
15 C -4.64 -3.25 -0.83  -0.273
16 C -5.68 -3.41 0.11  -0.217
17 C -5.44 -3.26 1.49  -0.223
18 C -4.15 -2.98 1.98  -0.245
19 N -2.16 -2.74 -0.96  -0.396
20 C -1.97 -2.86 -2.39  -0.386
21 H 1.23 -1.12 -3.18  0.202
22 H 0.26 -0.11 -2.04  0.157
23 H 1.94 -0.59 -1.61  0.181
24 H 0.10 -0.15 1.40  0.201
25 H 1.79 0.37 3.19  0.193
26 H 3.85 -1.04 3.37  0.219
27 H 4.23 -2.92 1.77  0.224
28 H 2.51 -3.41 0.01  0.230
29 H -1.80 -3.16 3.15  0.215
30 H -0.16 -3.08 2.43  0.229
31 H -1.03 -1.58 2.87  0.194
32 H -4.78 -3.37 -1.90  0.220
33 H -6.69 -3.64 -0.23  0.223
34 H -6.26 -3.38 2.19  0.223
35 H -3.91 -2.86 3.04  0.220
36 H -2.93 -3.18 -2.80  0.205
37 H -1.68 -1.90 -2.84  0.197
38 H -1.20 -3.62 -2.61  0.225
39 C 6.00 3.74 0.02  -0.658
40 C 4.53 3.47 0.05  0.128
41 C 3.90 3.19 1.27  -0.229
42 C 2.54 2.96 1.31  -0.091
43 C 1.73 2.98 0.13  -0.102
44 C 0.34 2.75 0.28  0.085
45 C -0.72 2.88 -0.65  -0.106
46 C -2.02 2.46 -0.22  -0.102
47 C -3.12 2.53 -1.06  -0.230
48 C -2.98 3.00 -2.37  -0.093
49 C -1.73 3.43 -2.82  -0.224
50 C -0.63 3.42 -1.97  -0.125
51 C 2.41 3.20 -1.10  -0.104
52 C 3.77 3.48 -1.12  -0.236
53 H 6.31 4.06 -0.98  0.232
54 H 6.28 4.52 0.73  0.248
55 H 6.58 2.85 0.28  0.254
56 H 4.50 3.15 2.18  0.239
57 H 2.05 2.76 2.26  0.227
58 H 0.03 2.49 1.30  0.223
59 H -2.12 2.11 0.80  0.225
60 H -4.10 2.21 -0.69  0.246
61 H -3.85 3.03 -3.04  0.240
62 H -1.61 3.80 -3.84  0.241
63 H 0.30 3.86 -2.32  0.218
64 H 1.89 3.14 -2.05  0.219
65 H 4.27 3.70 -2.07  0.237